[1]
A cluster of 2 separate species, C4H12NO2 in total. Source: OMol25; level of theory: ωB97M-V with the def2-TZVPD basis set.

Cartesian coordinates (Å):
C (0.39992, -0.09971, 1.66447)
O (1.15804, 0.32093, 0.62749)
C (0.53509, 0.79935, 2.90791)
H (0.63688, -1.14849, 1.98652)
H (-0.70117, -0.13088, 1.41901)
H (-0.00759, 0.39998, 3.77689)
H (0.15620, 1.79330, 2.66030)
H (1.59624, 0.88499, 3.15313)
C (-0.21603, 1.22440, -1.79234)
N (-0.91721, -0.06126, -1.67804)
C (-0.05632, -1.20834, -1.54849)
O (-0.80788, -2.42729, -1.48430)
H (0.45990, 1.34540, -0.93066)
H (-0.97606, 2.00831, -1.77765)
H (0.36517, 1.30479, -2.72758)
H (-1.49443, -0.19655, -2.48530)
H (0.57837, -1.29864, -2.44753)
H (0.56733, -1.14629, -0.65271)
H (-1.27646, -2.36400, -0.67111)

Computed properties:
Net charge ... -1
Orbital gap ... 6.68 eV
Relative energy (zero: lowest compared OMol25 entry of this formula, charge and spin) ... 136.1 kJ/mol
Energy ... -364.80366 Ha
Multiplicity ... 1
Highest occupied orbital energy ... -2.60 eV

***

[2]
A cluster of 2 separate species, C4H12NO2 in total. Source: OMol25; level of theory: ωB97M-V with the def2-TZVPD basis set.

Cartesian coordinates (Å):
C (0.44653, 0.82715, -0.95520)
N (0.93846, -0.47562, -0.57602)
C (0.14350, -1.60875, -1.14546)
O (-1.03528, -1.86838, -0.59445)
C (1.02246, 1.93908, -0.05677)
C (0.14135, 2.19132, 1.15319)
H (-0.65114, 0.88902, -1.00064)
H (0.79787, 1.01047, -1.98053)
H (1.03284, -0.57197, 0.43581)
H (0.81806, -2.50762, -1.10648)
H (0.17605, -1.32849, -2.24859)
H (1.98544, 1.50796, 0.25489)
H (1.33533, 2.79482, -0.65633)
H (0.01978, 1.21593, 1.63267)
H (-0.82088, 2.62044, 0.87596)
H (0.51763, 2.85093, 1.94048)
H (-1.71057, -0.17064, 1.65149)
H (-1.14269, -1.45045, 0.80610)
O (-1.35334, -1.06502, 1.74103)

Computed properties:
Net charge ... -1
Orbital gap ... 7.22 eV
Relative energy (zero: lowest compared OMol25 entry of this formula, charge and spin) ... 35.2 kJ/mol
Energy ... -364.84209 Ha
Multiplicity ... 1
Highest occupied orbital energy ... -3.32 eV

***

[3]
A cluster of 2 separate species, C4H12NO2 in total. Source: OMol25; level of theory: ωB97M-V with the def2-TZVPD basis set.

Cartesian coordinates (Å):
O (1.59304, 1.62866, -0.88560)
C (1.03649, 1.77750, 0.16599)
C (0.39237, 0.46329, 0.74236)
N (0.07153, -0.38103, -0.46071)
C (0.87587, -1.60082, -0.57858)
C (-0.83143, 0.76428, 1.58695)
H (0.92759, 2.71231, 0.71603)
H (1.24772, -0.00651, 1.22470)
H (-0.91652, -0.66476, -0.43714)
H (0.18014, 0.16708, -1.27745)
H (1.93408, -1.38603, -0.72706)
H (0.58289, -2.22949, -1.41244)
H (0.85751, -2.20172, 0.31968)
H (-1.25806, 1.73859, 1.32914)
H (-0.51937, 0.77374, 2.62830)
H (-1.69725, 0.12569, 1.44524)
H (-2.36612, -2.42286, -1.22907)
H (-3.06268, -1.21464, -0.62762)
O (-2.23907, -1.71728, -0.57681)

Computed properties:
Net charge ... +1
Orbital gap ... 11.18 eV
Relative energy (zero: lowest compared OMol25 entry of this formula, charge and spin) ... 142.6 kJ/mol
Energy ... -364.58091 Ha
Multiplicity ... 1
Highest occupied orbital energy ... -14.54 eV

***

[4]
A cluster of 3 separate species, C4H12NO2S in total. Source: OMol25; level of theory: ωB97M-V with the def2-TZVPD basis set.

Cartesian coordinates (Å):
C (-0.18654, -0.34054, 1.37042)
C (0.95151, 0.16601, 0.47099)
C (1.03927, 1.71136, 0.41592)
S (1.24645, 2.47262, 2.05230)
N (0.89088, -0.47013, -0.84298)
C (-0.27367, -0.04744, -1.71250)
O (-1.47749, -0.31120, -1.18818)
H (0.09408, -0.16416, 2.40593)
H (-1.11536, 0.13540, 1.03826)
H (-0.25246, -1.42370, 1.19226)
H (1.88945, -0.18432, 0.91959)
H (1.87016, 1.99762, -0.24572)
H (0.10152, 2.11167, -0.01392)
H (-0.45864, 1.68741, 2.37043)
H (1.71856, -0.24691, -1.38463)
H (-0.17637, 1.04006, -1.95625)
H (-0.04877, -0.55072, -2.67553)
H (-1.63158, -1.76489, -0.79851)
H (-2.50983, -3.05539, -0.89117)
O (-1.67116, -2.76276, -0.52672)

Computed properties:
Net charge ... -1
Orbital gap ... 6.27 eV
Relative energy (zero: lowest compared OMol25 entry of this formula, charge and spin) ... 262.3 kJ/mol
Energy ... -762.96535 Ha
Multiplicity ... 1
Highest occupied orbital energy ... -3.52 eV

***

[5]
A cluster of 2 separate species, C4H12NO2S in total. Source: OMol25; level of theory: ωB97M-V with the def2-TZVPD basis set.

Cartesian coordinates (Å):
C (0.34017, 0.33502, 0.69490)
N (-0.65301, 0.57872, -0.34065)
C (-0.54894, 0.09752, -1.64478)
O (-0.02396, 1.07801, -2.60663)
C (0.80714, -1.10049, 0.89725)
C (1.79324, -1.17455, 2.04028)
S (0.99972, -0.87962, 3.65486)
H (1.22220, 0.96948, 0.59200)
H (-0.11637, 0.63649, 1.64099)
H (-1.56000, 0.87495, -0.04492)
H (0.15172, -0.74414, -1.65137)
H (-1.49869, -0.15574, -2.10317)
H (1.15089, -1.50202, -0.05930)
H (-0.05896, -1.70805, 1.17693)
H (2.61108, -0.48043, 1.82627)
H (2.30715, -2.15033, 2.08317)
H (0.89493, 1.24318, -2.37360)
H (-2.20716, 1.97969, -4.84220)
H (-3.43012, 2.19105, -5.72382)
O (-3.17670, 1.98694, -4.80321)

Computed properties:
Net charge ... -1
Orbital gap ... 5.03 eV
Relative energy (zero: lowest compared OMol25 entry of this formula, charge and spin) ... 74.4 kJ/mol
Energy ... -763.03689 Ha
Multiplicity ... 1
Highest occupied orbital energy ... -2.38 eV

***

[6]
A cluster of 2 separate species, C4H12NO3 in total. Source: OMol25; level of theory: ωB97M-V with the def2-TZVPD basis set.

Cartesian coordinates (Å):
C (-0.53780, -0.50617, -1.49148)
C (-1.20075, 0.18686, -0.20499)
C (-1.35861, -0.85279, 0.97597)
O (-2.25011, -1.90368, 0.75281)
N (-0.43909, 1.32211, 0.26760)
C (0.78620, 1.13114, 1.10317)
O (1.54534, 0.12514, 0.60508)
H (0.51973, -0.57401, -1.16508)
H (-0.62919, 0.19800, -2.36788)
H (-1.12910, -1.38250, -1.73131)
H (-2.17977, 0.54908, -0.59132)
H (-0.44873, -1.30462, 1.38698)
H (-1.78543, -0.21106, 1.74935)
H (-2.24303, -2.30286, -0.11755)
H (-0.24233, 1.88397, -0.55064)
H (1.38408, 2.06533, 1.12546)
H (0.33359, 0.97697, 2.09652)
H (2.35421, 0.51505, -0.70662)
H (3.19315, -0.23706, -1.71445)
O (2.88183, 0.66259, -1.54761)

Computed properties:
Net charge ... 0
Orbital gap (spin up / spin down) ... 10.90 / 7.12 eV
Relative energy (zero: lowest compared OMol25 entry of this formula, charge and spin) ... 90.1 kJ/mol
<S²> ... 0.758
Energy ... -439.95687 Ha
Multiplicity ... 2
Highest occupied orbital energy (spin up / spin down) ... -10.14 / -9.82 eV

***

[7]
A cluster of 2 separate species, C4H12NO3 in total. Source: OMol25; level of theory: ωB97M-V with the def2-TZVPD basis set.

Cartesian coordinates (Å):
C (0.98026, -0.95640, 1.96606)
C (0.76211, -0.46809, 0.55449)
C (-0.58806, -0.85833, -0.03219)
C (-0.94969, 0.13246, -1.12405)
O (-0.14452, -0.07330, -2.20906)
O (-1.74786, 1.00667, -1.05228)
N (1.83358, -1.04324, -0.37081)
H (2.01809, -0.93352, 2.30228)
H (0.46580, -0.25483, 2.61324)
H (0.55645, -1.92824, 2.22434)
H (0.88456, 0.60772, 0.54430)
H (-0.63387, -1.87835, -0.40393)
H (-1.35899, -0.72222, 0.72131)
H (-0.40184, 0.50305, -2.94603)
H (1.66941, -0.72564, -1.33032)
H (2.76947, -0.77322, -0.08495)
H (1.79542, -2.06194, -0.35947)
H (-0.46440, 2.82566, 2.17974)
H (-1.27487, 2.20508, 1.07646)
O (-0.57017, 1.98070, 1.70758)

Computed properties:
Net charge ... +1
Orbital gap ... 11.38 eV
Relative energy (zero: lowest compared OMol25 entry of this formula, charge and spin) ... 0.0 kJ/mol
Energy ... -439.87454 Ha
Multiplicity ... 1
Highest occupied orbital energy ... -14.75 eV

***

[8]
A structure of composition C4H12NO3. Source: OMol25; level of theory: ωB97M-V with the def2-TZVPD basis set.

Cartesian coordinates (Å):
C (1.97361, 0.60759, 0.87443)
C (-2.36198, 0.44025, -0.60760)
C (1.35501, -0.48459, -0.01955)
C (-0.12029, -0.77135, 0.18262)
N (-0.96976, 0.84389, -0.17095)
O (1.45634, -0.26818, -1.40606)
O (-0.70039, -1.66157, -0.68964)
O (-0.38528, -0.99854, 1.47583)
H (2.07380, 1.65263, 0.61349)
H (2.98862, 0.39298, 0.94739)
H (1.43300, 0.55261, 1.91514)
H (-2.22392, -0.27343, -1.28087)
H (-2.91274, 0.10165, 0.35493)
H (-3.03982, 1.29135, -0.84137)
H (1.93117, -1.49695, 0.07982)
H (-0.86164, 1.29424, 0.72326)
H (-0.44358, 1.34202, -0.89130)
H (2.12367, 0.37852, -1.37656)
H (-0.13437, -1.42258, -1.44138)
H (-1.18145, -1.52054, 1.55838)

Computed properties:
Net charge ... +1
Orbital gap ... 12.15 eV
Relative energy (zero: lowest compared OMol25 entry of this formula, charge and spin) ... 235.8 kJ/mol
Energy ... -439.78474 Ha
Multiplicity ... 1
Highest occupied orbital energy ... -15.23 eV

***

[9]
A cluster of 2 separate species, C4H12NO3 in total. Source: OMol25; level of theory: ωB97M-V with the def2-TZVPD basis set.

Cartesian coordinates (Å):
O (0.41152, -2.47353, 0.84133)
C (0.66902, -1.19530, 1.05029)
C (-0.39318, -0.18229, 0.69204)
N (-0.28366, 0.19408, -0.78798)
C (-0.84574, 1.50957, -1.16594)
C (-1.79635, -0.62696, 1.02737)
O (1.80737, -0.82696, 1.20620)
H (1.28270, -2.94774, 1.04695)
H (0.02897, 0.76320, 1.25450)
H (-0.62805, -0.57276, -1.44758)
H (0.74712, 0.37239, -0.89578)
H (-0.94501, 2.05088, -0.17500)
H (-1.70264, 1.48061, -1.85897)
H (-0.09819, 2.17810, -1.75065)
H (-2.55551, 0.20607, 0.74332)
H (-2.17157, -1.44906, 0.45527)
H (-1.83387, -0.99637, 2.10309)
H (2.87879, 1.27987, -1.45327)
H (3.06616, 0.39364, -0.15823)
O (2.36214, 0.84256, -0.72696)

Computed properties:
Net charge ... +1
Orbital gap ... 11.81 eV
Relative energy (zero: lowest compared OMol25 entry of this formula, charge and spin) ... 118.8 kJ/mol
Energy ... -439.82929 Ha
Multiplicity ... 1
Highest occupied orbital energy ... -14.85 eV

***

[10]
A structure of composition C4H12NO3P. Source: OMol25; level of theory: ωB97M-V with the def2-TZVPD basis set.

Cartesian coordinates (Å):
C (-1.13268, -0.06476, -0.95887)
C (-0.71867, 1.37674, -0.52193)
C (-1.62088, -1.06834, 0.06669)
C (0.64040, 1.53994, 0.04930)
N (-0.77201, -1.34031, 1.20835)
O (1.91298, -1.51292, 0.17777)
O (3.64450, 0.29957, -0.18446)
O (0.60792, 1.34523, 1.41057)
P (2.31236, -0.13568, -0.55046)
H (-1.88988, -0.02939, -1.71640)
H (-0.36863, -0.61307, -1.42377)
H (-1.44161, 1.81009, 0.38534)
H (-0.74982, 2.16574, -1.22599)
H (-1.91258, -1.94656, -0.35366)
H (-2.56999, -0.69812, 0.34206)
H (1.05511, 2.48475, -0.43781)
H (-1.22639, -1.99371, 1.84866)
H (-0.47413, -0.50725, 1.72862)
H (1.00688, -1.65782, 0.24308)
H (1.40479, 0.99467, 1.76568)
H (2.29231, -0.44881, -1.85276)

Computed properties:
Net charge ... 0
Orbital gap ... 9.47 eV
Relative energy (zero: lowest compared OMol25 entry of this formula, charge and spin) ... 231.1 kJ/mol
Energy ... -781.38219 Ha
Multiplicity ... 1
Highest occupied orbital energy ... -8.73 eV

***

[11]
An isolated molecule of C4H12NOP. Source: OMol25; level of theory: ωB97M-V with the def2-TZVPD basis set.

Cartesian coordinates (Å):
C (2.45883, 0.72679, 0.65175)
O (2.50255, -0.74932, 0.47244)
C (1.48839, -1.17030, -0.54846)
C (-0.04537, -0.77785, -0.12424)
C (-0.73269, 0.39476, -1.07301)
P (-2.61045, 0.41742, -0.55503)
N (-2.71548, 0.76412, 1.19057)
H (1.81815, 1.05445, 1.60314)
H (2.12642, 1.31332, -0.30470)
H (3.58386, 1.04180, 0.89560)
H (1.53959, -2.36296, -0.54715)
H (1.81220, -0.83621, -1.62205)
H (-0.14119, -0.40611, 0.98115)
H (-0.75775, -1.72820, -0.24262)
H (-0.61365, 0.15206, -2.23518)
H (-0.24971, 1.45359, -0.87970)
H (-3.02960, -0.95200, -0.70927)
H (-3.25899, -0.01823, 1.65305)
H (-3.17512, 1.68287, 1.39372)

Computed properties:
Net charge ... 0
Orbital gap ... 8.96 eV
Relative energy (zero: lowest compared OMol25 entry of this formula, charge and spin) ... 488.2 kJ/mol
Energy ... -630.83466 Ha
Multiplicity ... 1
Highest occupied orbital energy ... -7.98 eV

***

[12]
A cluster of 2 separate species, C4H12NOP in total. Source: OMol25; level of theory: ωB97M-V with the def2-TZVPD basis set.

Cartesian coordinates (Å):
C (3.28493, -0.38436, -1.16145)
C (-3.31442, 0.81377, 1.91416)
C (-1.95691, -0.77590, 3.00027)
C (2.09479, -0.09320, -2.17215)
N (-2.16554, 0.49669, 2.29040)
O (-0.29294, 1.00923, -2.73195)
P (0.41562, 0.20516, -1.46589)
H (3.39077, 0.50201, -0.39581)
H (2.87022, -1.31867, -0.61512)
H (4.32907, -0.65686, -1.64658)
H (-4.11609, 0.06710, 1.99944)
H (-3.40466, 1.69753, 1.34770)
H (0.70117, 1.47317, -0.80470)
H (-1.22511, -1.33932, 2.39853)
H (-1.37697, -0.54300, 4.00007)
H (-2.96862, -1.28211, 3.22325)
H (1.98835, -0.97007, -2.77697)
H (2.30636, 0.62829, -2.89990)
H (-0.56003, 0.47055, -3.50330)

Computed properties:
Net charge ... 0
Orbital gap ... 9.60 eV
Relative energy (zero: lowest compared OMol25 entry of this formula, charge and spin) ... 377.9 kJ/mol
Energy ... -630.87667 Ha
Multiplicity ... 1
Highest occupied orbital energy ... -8.76 eV